Formula: CH5O2V
Source: OMol25
Level of theory: ωB97M-V/def2-TZVPD

Element x y z (Å)
O -3.404496 1.920085 0.017051
V -1.287085 1.143869 2.164888
H -3.375052 2.331109 -0.850464
C -1.724793 -1.524850 0.805585
H -2.659264 -1.625566 0.223640
H -0.968144 -2.179933 0.337857
H -1.927821 -1.931034 1.813959
O -1.272804 -0.206075 0.847244
H -2.862212 1.018884 -0.093324

Forces on atoms 1 to 2 (eV/Å):
O 1.67 -2.88 -0.03
V -0.03 -0.53 -0.63

## Properties
multiplicity	5
expectation value of S²	6.01
M	99.99	g mol⁻¹
HOMO level (alpha / beta)	-6.75 / -9.93	eV
orbital gap (alpha / beta)	0.256 / 0.374	Ha

=====

Formula: C5H9ClN
Source: OMol25
Level of theory: ωB97M-V/def2-TZVPD

Element x y z (Å)
C -1.181831 -1.730672 0.726749
C -2.165104 -1.231704 1.196308
C 1.776188 -0.626922 -1.547388
C 0.713352 -0.048203 -1.148569
C -0.162082 1.699417 0.467940
N 0.545703 0.415751 0.267115
Cl -3.300934 -0.170492 1.758244
H -0.464655 -2.308725 0.293043
H 1.602853 -1.108817 -2.483072
H 2.646917 -0.997752 -0.952081
H -0.211032 0.103079 -1.658508
H -0.583301 1.605397 1.533967
H 0.358355 2.659193 0.501844
H -0.927540 1.831006 -0.291990
H -0.054876 -0.416483 0.533550
H 1.407986 0.325925 0.802847

Forces on atoms 1 to 2 (eV/Å):
C -1.56 0.10 0.70
C -0.44 1.48 0.29

## Properties
multiplicity	1
M	118.59	g mol⁻¹
HOMO level	-14.46	eV
orbital gap	0.418	Ha
charge	+1

=====

Formula: C20H37BF2N4O6P
Source: OMol25
Level of theory: ωB97M-V/def2-TZVPD

Element x y z (Å)
C 1.207099 -1.763724 1.459069
C 0.786308 -0.412052 0.578690
O 0.368598 -0.647852 -0.677957
O 0.831306 0.956756 1.192742
C -0.359218 1.035653 2.052758
C -1.332085 2.329550 1.776100
C -1.684058 2.585248 0.198777
C -2.788135 1.573500 -0.458942
B -4.316525 1.683531 0.109615
C -5.266904 1.035749 -1.114956
C -6.168712 -0.244356 -0.673871
C -7.652066 0.159800 -0.014620
C -7.863048 -0.850764 1.258052
N -8.914865 -0.418337 2.255972
N -4.665059 0.965552 1.362603
C -3.716615 -0.074219 1.848978
O -3.341871 -1.208063 1.194199
F -3.124635 0.039347 3.235310
C -5.325727 1.784234 2.433234
O -6.682618 1.853260 2.540002
F -4.606346 2.555471 3.516216
P -4.832444 3.569642 0.082999
O -6.565764 3.741495 0.149054
O -4.020177 4.483051 1.312162
H 0.460254 -1.893401 2.371202
H 2.282218 -1.610582 1.934982
H 1.133078 -2.759354 0.827622
H -0.926357 -0.007103 1.926414
H 0.022789 1.112728 3.165161
H -0.716088 3.285408 2.139687
H -2.312525 2.322382 2.413348
H -0.666887 2.385813 -0.395929
H -1.947833 3.719691 -0.063944
H -2.315849 0.503068 -0.475042
H -2.851119 1.894240 -1.609831
H -4.611762 0.691159 -2.046763
H -6.016486 1.850033 -1.562585
H -5.640408 -1.052127 -0.014161
H -6.458755 -0.809589 -1.686448
H -8.515474 -0.104830 -0.795076
H -7.751237 1.299565 0.226344
H -8.021781 -1.977464 0.896920
H -6.824073 -0.873936 1.845020
H -9.360925 0.493024 2.012539
H -8.442987 -0.397693 3.192617
H -6.715577 4.646057 0.595794
H -4.706453 4.937252 1.913146
C 4.319361 0.843502 -2.256075
C 5.695115 0.212353 -2.067355
C 5.668522 -1.007807 -1.144679
C 5.171507 -0.599251 0.232473
N 4.759227 -0.260422 1.374931
H 3.914630 1.220797 -1.311649
H 4.382012 1.692434 -2.944251
H 3.608998 0.119322 -2.671265
H 6.379974 0.968596 -1.664527
H 6.085950 -0.087372 -3.045991
H 6.674202 -1.431343 -1.052820
H 5.009403 -1.782859 -1.550529
C 10.672874 -2.357889 -1.777190
C 10.547567 -3.867853 -1.601195
C 9.558743 -4.501212 -2.581966
C 8.174661 -3.910046 -2.369059
N 7.026452 -3.419707 -2.192505
H 9.724567 -1.847847 -1.580543
H 11.410023 -1.953589 -1.076227
H 10.995472 -2.106783 -2.794201
H 10.237254 -4.080229 -0.570755
H 11.533281 -4.325057 -1.741368
H 9.515160 -5.584084 -2.424795
H 9.872847 -4.320466 -3.615662

Forces on atoms 1 to 2 (eV/Å):
C -0.08 0.70 0.93
C -1.89 -1.61 -5.26

## Properties
multiplicity	1
M	509.32	g mol⁻¹
HOMO level	-3.95	eV
orbital gap	0.202	Ha
charge	-1

=====

Formula: C3H7OS
Source: OMol25
Level of theory: ωB97M-V/def2-TZVPD

Element x y z (Å)
C 2.349710 0.138578 0.543061
S 2.368917 -1.658315 0.902536
H 2.991912 0.639802 1.261112
H 2.733557 0.359874 -0.418182
H 1.334644 0.525555 0.681977
C -2.618116 -0.088485 -0.157519
C -1.375904 -0.295039 -0.572136
O -0.693883 0.820600 -1.005903
H -3.350740 -0.875289 -0.046561
H -3.124509 0.866709 -0.074897
H -0.829176 -1.225053 -0.457462
H 0.213592 0.791061 -0.656031

Forces on atoms 1 to 2 (eV/Å):
C -0.23 -0.76 1.29
S -0.13 -0.04 -0.20

## Properties
multiplicity	1
M	91.15	g mol⁻¹
HOMO level	-2.38	eV
orbital gap	0.228	Ha
charge	-1